Record 1
{"formula": "C20H24GeN2OPdS2", "method": "ωB97M-V with the def2-TZVPD basis set", "elements": ["Pd", "C", "C", "N", "N", "C", "S", "S", "C", "C", "C", "C", "C", "C", "C", "C", "C", "C", "C", "C", "C", "O", "H", "H", "H", "H", "H", "H", "H", "H", "H", "H", "H", "H", "H", "H", "C", "Ge", "C", "C", "C", "H", "H", "H", "H", "H", "H", "H", "H", "H", "H"], "positions_angstrom": [[0.0489, -1.6239, 0.3253], [-0.6813, 2.8017, 0.2964], [-1.0067, 1.3539, 0.1854], [0.0939, 0.4452, 0.2345], [1.2197, 1.0190, -0.0904], [2.2795, 0.2161, -0.1658], [2.2539, -1.4782, 0.0024], [3.8404, 0.9501, -0.4810], [3.3941, 2.6814, -0.7055], [2.7003, 3.0912, -1.9881], [2.3117, 2.2028, -2.9797], [1.6501, 2.6587, -4.1140], [1.3702, 4.0075, -4.2724], [1.7637, 4.9052, -3.2878], [2.4241, 4.4465, -2.1581], [-2.3361, 0.8648, 0.0527], [-3.3800, 1.7581, -0.1645], [-4.7493, 1.3744, -0.2609], [-5.1467, 0.0706, -0.1563], [-4.1454, -0.8835, 0.0394], [-2.7662, -0.5530, 0.1404], [-2.0013, -1.5492, 0.3179], [0.0958, 2.9479, 1.0474], [-1.5367, 3.4076, 0.5774], [-0.2690, 3.1810, -0.6458], [4.3473, 3.2079, -0.6212], [2.7859, 2.9757, 0.1499], [2.5250, 1.1468, -2.8722], [1.3517, 1.9499, -4.8762], [0.8545, 4.3591, -5.1569], [1.5587, 5.9624, -3.4004], [2.7263, 5.1515, -1.3902], [-3.1581, 2.8066, -0.2832], [-5.4874, 2.1503, -0.4229], [-6.1864, -0.2124, -0.2306], [-4.3739, -1.9372, 0.1268], [0.2855, -6.2194, 2.2752], [0.3678, -4.2734, 2.1860], [2.0535, -3.6767, 2.9603], [-1.0589, -3.4828, 3.2662], [0.1535, -3.6000, 0.3904], [0.3680, -6.5605, 3.3088], [1.1088, -6.6491, 1.7027], [-0.6548, -6.5868, 1.8624], [2.1406, -4.0567, 3.9802], [2.0870, -2.5872, 2.9894], [2.9066, -4.0310, 2.3809], [-0.9332, -3.7166, 4.3253], [-2.0377, -3.8362, 2.9385], [-1.0316, -2.3986, 3.1448], [-0.1266, -4.1818, -0.4831]], "forces_ev_per_angstrom": [[0.27, -0.05, -0.18], [0.07, 0.09, 0.01], [-0.12, -0.38, 0.10], [-0.24, 0.17, -0.15], [0.20, -0.06, 0.00], [0.12, 0.17, -0.05], [0.02, -0.08, 0.05], [-0.10, -0.02, -0.09], [0.01, 0.08, 0.03], [-0.01, -0.02, 0.05], [0.00, -0.03, -0.01], [-0.01, 0.01, 0.00], [0.03, -0.02, 0.03], [0.02, -0.04, 0.02], [-0.05, 0.05, 0.00], [0.04, -0.05, -0.01], [-0.19, 0.02, -0.05], [0.04, 0.18, -0.01], [0.10, -0.06, 0.00], [-0.09, 0.11, -0.01], [0.17, -0.01, 0.01], [-0.20, -0.14, 0.10], [0.00, -0.02, -0.02], [-0.02, -0.02, 0.01], [-0.02, 0.02, 0.02], [0.01, -0.02, 0.00], [0.01, 0.03, -0.02], [0.00, 0.00, 0.02], [0.00, 0.01, 0.00], [0.00, -0.01, 0.01], [0.00, -0.01, 0.00], [0.00, -0.01, -0.01], [-0.03, 0.02, -0.01], [0.04, 0.02, 0.00], [0.01, -0.02, 0.01], [0.03, -0.01, 0.01], [-0.01, -0.15, -0.03], [-0.09, 0.02, -0.17], [0.14, 0.03, 0.06], [-0.11, 0.02, 0.11], [-0.13, 0.23, 0.16], [0.00, 0.00, -0.02], [-0.03, -0.04, 0.01], [0.03, -0.02, 0.00], [0.03, 0.02, -0.01], [0.03, 0.00, 0.01], [0.00, 0.01, 0.01], [-0.02, -0.01, -0.02], [0.01, 0.01, 0.02], [-0.02, 0.01, 0.03], [0.07, -0.04, -0.02]], "lowdin_spin": [0.148, 0.052, 0.422, 0.363, 0.179, 0.155, 0.221, 0.061, 0.005, 0.002, 0.002, 0.001, 0.000, 0.001, 0.001, 0.097, 0.213, 0.223, 0.129, 0.259, 0.099, 0.340, 0.009, 0.001, 0.019, 0.000, 0.000, 0.001, 0.000, 0.000, 0.000, 0.000, 0.010, 0.008, 0.002, 0.008, 0.001, 0.095, 0.018, 0.026, 0.762, 0.000, 0.000, 0.000, 0.001, 0.003, 0.000, 0.003, 0.000, 0.001, 0.055], "orbital_gap_ev": [6.65, 5.17], "total_energy_ev": -107817.8991, "total_charge": 0, "s_squared": 6.037, "multiplicity": 5, "homo_ha": [-0.2243, -0.3014]}



Record 2
{"formula": "C20H24N2O2S", "method": "ωB97M-V with the def2-TZVPD basis set", "elements": ["C", "C", "H", "C", "N", "C", "N", "C", "C", "C", "C", "C", "C", "H", "H", "C", "H", "H", "H", "H", "H", "H", "S", "C", "H", "H", "C", "C", "O", "C", "C", "C", "C", "C", "C", "O", "H", "H", "H", "H", "H", "H", "H", "H", "H", "H", "H", "H", "H"], "positions_angstrom": [[-4.6528, -1.7601, -1.4316], [-4.1774, -2.1513, -0.0383], [-5.0242, -2.4954, 0.5572], [-3.5162, -0.9899, 0.7068], [-2.3198, -0.5203, 0.0246], [-1.1421, -1.1736, 0.2568], [-0.0603, -0.7571, -0.4549], [1.2996, -1.0521, -0.3429], [2.1149, -0.6184, -1.3874], [3.4797, -0.8142, -1.3463], [4.0762, -1.4444, -0.2624], [3.2579, -1.8699, 0.7757], [1.8903, -1.6798, 0.7478], [1.2870, -2.0160, 1.5725], [3.6992, -2.3583, 1.6325], [5.5563, -1.6745, -0.2173], [6.0757, -1.0014, -0.8952], [5.7853, -2.6986, -0.5139], [5.9393, -1.5263, 0.7903], [4.0895, -0.4679, -2.1685], [1.6735, -0.1146, -2.2375], [-0.2410, -0.1399, -1.2348], [-1.0933, -2.4797, 1.2720], [-2.4032, 0.8000, -0.5491], [-3.3897, 0.9199, -1.0026], [-1.6670, 0.9426, -1.3440], [-2.2135, 1.9218, 0.5104], [-1.8125, 3.2271, -0.1880], [-0.5829, 3.0649, -0.8545], [0.3910, 2.5154, -0.0435], [1.7239, 2.6655, -0.3985], [2.7175, 2.1404, 0.4053], [2.3863, 1.4735, 1.5734], [1.0617, 1.3008, 1.9227], [0.0555, 1.8057, 1.1099], [-1.2480, 1.5806, 1.4777], [0.7757, 0.7641, 2.8126], [3.1610, 1.0722, 2.2067], [3.7513, 2.2578, 0.1220], [1.9548, 3.2015, -1.3054], [-1.7341, 4.0255, 0.5626], [-2.5436, 3.5101, -0.9469], [-3.1411, 2.0600, 1.0758], [-3.2424, -1.3188, 1.7134], [-4.2148, -0.1562, 0.7909], [-3.4630, -2.9717, -0.1097], [-3.8145, -1.4470, -2.0500], [-5.1321, -2.6068, -1.9164], [-5.3733, -0.9452, -1.3800]], "forces_ev_per_angstrom": [[0.02, -0.11, 0.22], [-0.01, 0.26, -0.06], [-0.02, -0.07, 0.06], [-0.23, -0.53, 0.18], [0.19, 0.08, -0.11], [-0.03, -0.23, -0.14], [-0.67, 0.54, -0.49], [0.48, -0.23, 0.01], [-0.18, -0.13, 0.07], [0.01, -0.05, 0.09], [0.04, 0.06, 0.02], [0.06, 0.10, -0.21], [-0.05, -0.08, 0.11], [0.01, 0.03, -0.02], [0.05, -0.05, 0.12], [-0.03, -0.09, -0.03], [0.09, 0.03, -0.02], [0.11, -0.04, -0.01], [0.10, 0.01, 0.04], [0.07, 0.04, -0.08], [-0.06, 0.05, -0.08], [-0.03, -0.06, 0.24], [0.11, -0.52, 0.46], [0.31, 0.34, 0.17], [0.10, 0.01, -0.04], [-0.18, 0.01, 0.04], [-0.23, 0.19, -0.52], [-0.43, -0.10, 0.42], [0.42, -0.17, -0.10], [-0.05, 0.04, 0.10], [-0.25, 0.01, 0.03], [0.06, 0.07, 0.03], [0.03, 0.07, 0.04], [-0.22, 0.17, -0.11], [0.13, 0.12, -0.01], [0.25, -0.04, 0.13], [-0.05, -0.11, 0.12], [0.08, -0.07, 0.06], [0.11, 0.00, -0.04], [0.03, 0.09, -0.12], [-0.02, -0.06, -0.11], [0.01, -0.01, 0.08], [0.09, 0.02, -0.13], [-0.10, 0.18, -0.12], [0.02, 0.09, -0.05], [-0.04, 0.00, 0.10], [0.06, 0.05, -0.12], [-0.05, -0.03, -0.13], [-0.10, 0.11, -0.07]], "lowdin_charge": [-0.109, -0.244, 0.110, -0.230, -0.117, -0.744, 0.078, -0.253, -0.031, -0.053, -0.291, -0.043, -0.065, 0.033, 0.115, -0.055, 0.073, 0.082, 0.076, 0.111, 0.115, 0.124, 0.747, -0.088, 0.133, 0.121, -0.248, -0.119, -0.033, -0.208, -0.005, -0.091, -0.085, 0.001, -0.205, 0.015, 0.128, 0.109, 0.106, 0.121, 0.145, 0.139, 0.158, 0.076, 0.121, 0.077, 0.066, 0.069, 0.069], "orbital_gap_ev": 8.43, "total_energy_ev": -39040.0939, "smiles": "CCCN(C[C@@H]1COc2ccccc2O1)C(=S)Nc1ccc(C)cc1", "de_lowest_kcal_mol": 42.0, "total_charge": 0, "multiplicity": 1, "homo_ha": -0.2874}



Record 3
{"formula": "C20H24N2O2S", "method": "ωB97M-V with the def2-TZVPD basis set", "elements": ["O", "C", "N", "H", "C", "C", "C", "C", "C", "C", "C", "H", "H", "H", "H", "H", "H", "H", "C", "C", "H", "H", "S", "C", "C", "C", "O", "N", "H", "C", "C", "C", "C", "C", "C", "C", "H", "H", "H", "H", "H", "H", "H", "H", "H", "H", "H", "H", "H"], "positions_angstrom": [[-0.8855, -1.2351, -1.3960], [-0.6222, -1.9427, -0.4375], [0.3739, -1.6613, 0.4219], [0.5743, -2.2922, 1.1819], [1.2569, -0.5218, 0.2674], [2.6902, -0.9482, 0.1025], [3.0467, -1.7749, -0.9562], [4.3586, -2.1809, -1.1167], [5.3287, -1.7609, -0.2216], [4.9806, -0.9362, 0.8341], [3.6658, -0.5355, 0.9982], [3.3941, 0.1088, 1.8217], [5.7342, -0.6060, 1.5336], [6.3540, -2.0749, -0.3483], [4.6264, -2.8224, -1.9432], [2.2885, -2.0940, -1.6570], [0.9200, 0.0133, -0.6248], [1.1529, 0.1429, 1.1310], [-1.4003, -3.2082, -0.1214], [-2.9024, -2.9946, -0.2784], [-3.1128, -2.4327, -1.1873], [-3.4225, -3.9503, -0.3204], [-3.6652, -2.1366, 1.1400], [-3.1196, -0.4092, 0.9087], [-3.7049, 0.2476, -0.3324], [-3.0436, 1.6060, -0.5391], [-3.5385, 2.6491, -0.1639], [-1.8560, 1.5249, -1.1693], [-1.4749, 0.6165, -1.4096], [-1.0373, 2.6910, -1.4295], [0.1460, 2.7615, -0.4987], [-0.0673, 2.8808, 0.8700], [1.0037, 2.9358, 1.7433], [2.3002, 2.8701, 1.2579], [2.5204, 2.7443, -0.1026], [1.4474, 2.6892, -0.9761], [1.6240, 2.5955, -2.0383], [3.5290, 2.6884, -0.4847], [3.1374, 2.9227, 1.9387], [0.8278, 3.0370, 2.8047], [-1.0799, 2.9404, 1.2412], [-0.7034, 2.6710, -2.4711], [-1.6843, 3.5605, -1.2733], [-4.7786, 0.3873, -0.2053], [-3.5222, -0.3684, -1.2138], [-2.0301, -0.4037, 0.8885], [-3.4562, 0.1026, 1.8097], [-1.1770, -3.5653, 0.8848], [-1.0818, -3.9690, -0.8401]], "forces_ev_per_angstrom": [[-0.21, 0.13, -0.46], [0.10, -0.46, 0.53], [0.17, 0.02, 0.18], [-0.16, -0.05, -0.10], [0.01, 0.22, -0.08], [-0.01, 0.01, 0.06], [0.02, 0.03, 0.02], [-0.03, -0.05, -0.08], [0.11, 0.02, 0.04], [0.13, -0.02, 0.03], [-0.10, -0.01, -0.05], [-0.05, 0.07, 0.08], [0.07, 0.02, 0.06], [0.09, -0.03, -0.01], [0.03, -0.05, -0.07], [-0.09, -0.05, -0.09], [0.04, -0.04, 0.23], [0.01, 0.01, -0.16], [-0.17, 0.04, -0.25], [-0.04, 0.34, 0.42], [0.01, -0.16, -0.07], [0.00, 0.02, -0.07], [-0.02, 0.03, -0.07], [-0.02, -0.59, -0.06], [0.01, 0.24, 0.05], [-0.26, -0.56, -0.22], [-0.21, 0.41, 0.28], [0.42, 0.04, -0.33], [-0.12, -0.02, 0.07], [-0.14, 0.10, 0.05], [0.04, 0.04, -0.10], [0.01, 0.00, -0.01], [-0.05, 0.01, 0.08], [0.11, 0.01, 0.03], [0.13, 0.00, 0.04], [-0.13, 0.08, 0.00], [0.00, -0.02, -0.13], [0.09, -0.02, -0.03], [0.07, 0.00, 0.06], [-0.01, 0.02, 0.08], [-0.15, 0.01, 0.05], [-0.02, 0.07, 0.09], [0.12, -0.10, -0.13], [0.08, 0.04, -0.06], [-0.02, -0.02, 0.04], [-0.04, 0.20, 0.09], [0.07, 0.03, 0.02], [0.03, -0.03, -0.05], [0.10, 0.02, 0.00]], "lowdin_charge": [0.028, -0.511, 0.092, 0.152, -0.122, -0.210, -0.034, -0.081, -0.092, -0.082, -0.047, 0.104, 0.102, 0.101, 0.102, 0.116, 0.116, 0.120, -0.160, -0.471, 0.068, 0.071, 0.866, -0.471, -0.158, -0.516, 0.053, 0.084, 0.101, -0.118, -0.216, -0.035, -0.087, -0.110, -0.090, -0.053, 0.113, 0.106, 0.101, 0.104, 0.116, 0.124, 0.129, 0.121, 0.100, 0.058, 0.082, 0.106, 0.126], "orbital_gap_ev": 9.27, "total_energy_ev": -39041.8525, "smiles": "O=C(CCSCCC(=O)NCc1ccccc1)NCc1ccccc1", "de_lowest_kcal_mol": 1.5, "total_charge": 0, "multiplicity": 1, "homo_ha": -0.3199}



Record 4
{"formula": "C20H24N2O3S", "method": "ωB97M-V with the def2-TZVPD basis set", "elements": ["C", "C", "H", "C", "N", "C", "O", "C", "C", "C", "N", "C", "C", "C", "C", "C", "C", "H", "H", "S", "C", "C", "O", "O", "H", "H", "H", "C", "C", "C", "C", "H", "H", "H", "H", "H", "H", "H", "H", "H", "H", "C", "H", "H", "H", "H", "H", "H", "H", "H"], "positions_angstrom": [[5.2725, 2.0960, 0.6384], [5.7501, 0.6678, 0.4055], [6.8195, 0.6685, 0.1888], [5.0201, -0.0028, -0.7643], [3.5894, -0.0833, -0.4983], [3.0388, -0.7573, 0.5351], [3.6734, -1.4050, 1.3464], [1.5448, -0.6663, 0.5990], [0.8437, 0.4473, 0.2082], [-0.5619, 0.4716, 0.2918], [-1.2092, 1.5812, -0.1004], [-2.5121, 1.6326, -0.0495], [-3.3154, 0.5444, 0.3892], [-2.6615, -0.6009, 0.7766], [-1.2521, -0.6723, 0.7765], [-0.5062, -1.7810, 1.2202], [0.8559, -1.7734, 1.1351], [1.4420, -2.6123, 1.4796], [-1.0274, -2.6304, 1.6381], [-3.5984, -2.0558, 1.2651], [-3.7556, -2.8443, -0.3886], [-2.3850, -3.0530, -0.9661], [-1.8321, -2.2843, -1.7069], [-1.8295, -4.1889, -0.5412], [-0.9235, -4.2770, -0.8773], [-4.2546, -3.7925, -0.2037], [-4.3462, -2.1952, -1.0334], [-4.8094, 0.6616, 0.4615], [-5.3534, 1.8121, -0.3769], [-4.5733, 3.0823, -0.0644], [-3.1341, 2.9111, -0.5317], [-3.1043, 2.8968, -1.6259], [-2.5064, 3.7424, -0.2074], [-4.5962, 3.2685, 1.0116], [-5.0223, 3.9419, -0.5646], [-5.2525, 1.5773, -1.4391], [-6.4145, 1.9478, -0.1611], [-5.0773, 0.8209, 1.5118], [-5.2740, -0.2792, 0.1603], [1.3274, 1.3436, -0.1503], [2.9689, 0.3763, -1.1431], [5.5884, -1.3935, -1.0468], [5.0603, -1.8563, -1.8778], [5.4729, -2.0182, -0.1659], [6.6434, -1.3235, -1.2967], [5.1317, 0.6218, -1.6584], [5.5831, 0.0714, 1.3022], [5.8255, 2.5488, 1.4574], [4.2154, 2.1094, 0.8947], [5.4213, 2.7032, -0.2532]], "forces_ev_per_angstrom": [[0.14, -0.22, 0.04], [-0.17, 0.21, -0.18], [0.05, -0.06, 0.00], [0.38, -0.30, 0.31], [-0.05, 0.26, -0.32], [-0.22, 0.21, -0.25], [0.12, -0.18, 0.19], [-0.27, 0.25, 0.03], [0.28, -0.31, 0.08], [-0.25, -0.66, 0.28], [0.09, 0.46, -0.19], [0.09, 0.00, 0.00], [0.24, -0.33, 0.13], [-0.45, -0.27, 0.12], [0.25, 0.56, -0.14], [0.30, -0.16, 0.09], [-0.13, -0.10, 0.05], [0.03, -0.06, 0.06], [0.02, -0.03, -0.02], [0.07, 0.07, -0.13], [0.05, 0.29, 0.40], [0.07, 0.24, -0.49], [-0.09, -0.01, -0.07], [0.07, -0.67, 0.35], [-0.15, 0.30, -0.08], [-0.04, 0.00, -0.06], [0.09, -0.12, -0.06], [-0.26, 0.07, -0.21], [0.00, 0.10, 0.29], [0.00, -0.04, -0.31], [-0.18, 0.21, 0.07], [0.00, 0.05, -0.01], [0.03, -0.06, -0.05], [-0.04, 0.05, 0.06], [0.01, 0.04, 0.08], [-0.04, 0.00, -0.06], [-0.01, -0.04, -0.07], [-0.09, -0.05, -0.03], [0.03, 0.05, 0.09], [0.07, 0.10, -0.04], [-0.02, -0.10, 0.08], [-0.09, 0.19, -0.04], [-0.01, -0.07, -0.08], [0.03, -0.07, 0.03], [0.14, 0.00, -0.05], [-0.06, -0.04, 0.11], [0.10, -0.06, -0.03], [0.00, 0.12, 0.07], [-0.10, 0.07, 0.03], [-0.01, 0.12, -0.07]], "lowdin_charge": [-0.098, -0.220, 0.112, -0.363, 0.098, -0.448, 0.068, -0.116, 0.049, -0.200, 0.173, -0.212, -0.146, -0.381, -0.170, -0.043, -0.001, 0.119, 0.090, 0.987, -0.323, -0.620, 0.116, 0.101, 0.139, 0.087, 0.091, -0.169, -0.195, -0.198, -0.130, 0.126, 0.117, 0.118, 0.110, 0.120, 0.111, 0.130, 0.089, 0.118, 0.133, -0.051, 0.078, 0.074, 0.076, 0.144, 0.106, 0.070, 0.064, 0.071], "orbital_gap_ev": 8.64, "total_energy_ev": -41089.6210, "smiles": "CC[C@@H](C)NC(=O)c1ccc2c(SCC(=O)O)c3c(nc2c1)CCCC3", "de_lowest_kcal_mol": 0.0, "total_charge": 0, "multiplicity": 1, "homo_ha": -0.3211}